[1]
Entry from the Open Molecules 2025 dataset: 2 unconnected molecules or ions with the total composition C4H2Br2O (wB97M-V/def2-TZVPD).

Structure (XYZ):
```
9
Properties=species:S:1:pos:R:3
Br 1.2947 1.8402 2.1738
Br -1.4453 1.8731 -1.3970
O 2.3280 -0.7370 1.8796
C -0.5141 0.0856 -1.2241
C -1.1948 -0.9580 -0.3886
C 1.5500 0.1097 1.6969
C -0.0683 -0.5086 0.0472
H 0.0533 -0.0951 -2.0528
H -2.0034 -1.6099 -0.7348
```

Its charge is 0. Its frontier orbital gap (alpha / beta) is 7.4 / 7.4 eV. As for the energy relative to the best compared isomer or geometry (same formula, charge and spin): 72.0 kcal/mol. The value obtained for the LUMO energy (alpha / beta) is -0.046 / -0.046 Eh.

---

[2]
Entry from the Open Molecules 2025 dataset: a single C2H4ClFN2 molecule (wB97M-V/def2-TZVPD).

Structure (XYZ):
```
10
Properties=species:S:1:pos:R:3
Cl -2.0712 -0.7201 0.4801
F -1.4085 1.6309 -0.3558
N 1.1691 -0.7236 -0.4995
N 0.8036 0.6352 1.3411
C 0.4367 0.1417 0.2416
C -0.9513 0.3237 -0.4023
H 0.0404 1.2203 1.7095
H -0.7364 -0.0495 -1.4210
H 2.0531 -1.0047 -0.0566
H 0.6644 -1.4539 -1.0372
```

Its charge is 0. Its frontier orbital gap is 10.6 eV. The SMILES is [H]/N=C(/N)[C@H](F)Cl. As for the energy relative to the best compared isomer or geometry (same formula, charge and spin): 4.9 kcal/mol. The value obtained for the LUMO energy is 0.027 Eh.

---

[3]
Entry from the Open Molecules 2025 dataset: a molecular structure, C4H8OS (wB97M-V/def2-TZVPD).

Structure (XYZ):
```
14
Properties=species:S:1:pos:R:3
S 1.0360 0.2779 1.1439
O -1.0472 0.3046 -1.8674
C -0.9036 -1.6678 0.4187
C -0.6909 -0.1839 0.6199
C -0.4062 0.6469 -0.6593
C 1.1178 0.6374 -0.5967
H -1.9549 -1.8176 0.0840
H -0.7497 1.6667 -0.4066
H 1.4973 -0.2322 -1.1133
H -1.4850 0.2953 1.2235
H -0.7817 -2.2629 1.3423
H -0.8901 -0.6398 -1.9910
H -0.1858 -2.0321 -0.2877
H 1.6494 1.5434 -0.9107
```

Its charge is 0. Its frontier orbital gap is 9.6 eV. As for the energy relative to the best compared isomer or geometry (same formula, charge and spin): 16.6 kcal/mol. The value obtained for the LUMO energy is 0.031 Eh.

---

[4]
Entry from the Open Molecules 2025 dataset: 2 unconnected molecules or ions with the total composition C3H9S (wB97M-V/def2-TZVPD).

Structure (XYZ):
```
13
Properties=species:S:1:pos:R:3
S -3.3585 0.8648 -0.3944
C 1.6810 0.1326 -0.9043
C 1.3988 0.3618 0.5914
C -2.4163 -0.4848 0.3359
H -1.4367 -0.1294 0.6749
H 0.7574 -0.0360 -1.4560
H -2.2559 -1.2077 -0.4712
H 1.0262 -0.5179 1.0963
H 0.6564 1.1531 0.7096
H 2.3350 0.7096 1.0328
H -2.8692 -1.0518 1.1563
H 2.1836 0.9694 -1.3803
H 2.2982 -0.7636 -0.9913
```

Its charge is -1. Its frontier orbital gap is 5.7 eV. As for the energy relative to the best compared isomer or geometry (same formula, charge and spin): 14.3 kcal/mol. The value obtained for the LUMO energy is 0.139 Eh.